(1)
C37H65GeN7O4RbSSi3 | wB97M-V/def2-TZVPD

Results
charge	-2
spin multiplicity	2
orbital gap (spin up / spin down)	2.3459 / 2.3418	eV
<S²>	0.75
largest force on an atom	9.066	eV/A
total energy	-5499.5983	Eh
E_LUMO (spin up / spin down)	0.2 / 0.2	eV

Last column: Löwdin spin population.
Geometry (Å):
Rb (0.671827, 1.470775, 1.291009)  0.00
C (1.948826, -1.462065, 0.491008)  0.00
C (2.999255, -0.997488, 1.374587)  0.00
C (4.194632, -0.375743, 0.902840)  0.00
C (4.579936, -0.261424, -0.689127)  0.00
C (5.135515, 0.237769, 1.696099)  0.00
C (6.376479, 0.655197, 1.213560)  0.00
C (4.788656, 0.351256, 3.056161)  0.00
C (5.744834, 1.107092, 4.014081)  0.00
C (3.562877, -0.141358, 3.660699)  0.00
C (3.351815, 0.186849, 5.030861)  0.00
C (2.854800, -1.083420, 2.740910)  0.00
C (1.415897, -1.679970, 3.440662)  0.00
H (2.129524, -2.356573, -0.131337)  0.00
H (1.714976, -0.707601, -0.261682)  0.00
H (1.018764, -1.608066, 1.358829)  0.00
H (5.009224, 0.762565, -0.721648)  0.00
H (6.458489, -0.205486, -5.744809)  0.00
H (3.449611, -0.475975, -0.911533)  0.00
H (6.966623, 1.679922, 1.118462)  0.00
H (6.788801, 0.282002, 0.261450)  0.00
H (7.076615, 0.334291, 1.796473)  0.00
H (6.231706, 0.799417, 4.964011)  0.00
H (5.240571, 2.052234, 4.233626)  0.00
H (6.565470, 1.697383, 3.544415)  0.00
H (2.561739, -0.513929, 5.535179)  0.00
H (2.944297, 1.213313, 5.038347)  0.00
H (4.130034, 0.023600, 5.728938)  0.00
H (1.163681, -2.937414, 3.226273)  0.00
H (0.528019, -1.283517, 3.171200)  0.00
H (1.584795, -1.452291, 4.602567)  0.00
C (-4.461872, 0.116040, 3.441944)  0.02
N (-3.880953, 1.028683, 2.472479)  0.16
C (-4.711515, 1.290049, 1.339079)  0.61
C (-2.561373, 1.670062, 2.726072)  0.02
N (-1.941081, 2.352185, 1.875809)  0.02
N (-2.408127, 1.726357, 4.063967)  0.01
C (-1.173227, 1.862399, 4.841946)  0.00
N (-1.299971, 2.058588, 6.149828)  0.00
N (-0.045017, 1.770634, 4.149784)  0.00
H (-3.649463, -0.991324, 3.086274)  0.02
H (-5.145824, -0.354120, 2.817754)  0.01
H (-4.944916, 0.564727, 4.345867)  0.00
H (-5.539597, 1.699552, 1.495830)  0.07
H (-4.288801, 1.584547, 0.313988)  0.03
H (-4.788625, 5.456467, 0.592690)  0.00
H (-2.592439, 2.532942, 1.098953)  0.01
H (-3.201565, 1.410432, 4.581085)  0.00
H (-2.285817, 2.222605, 6.430634)  0.00
H (-5.017087, 6.139952, 0.771585)  0.00
H (0.709578, 2.012985, 4.821658)  0.00
C (-2.964726, 6.187432, -2.150237)  0.00
C (-1.732545, 6.425920, -2.750220)  0.00
C (-1.087151, 5.419495, -3.365468)  0.00
C (-1.656811, 4.177213, -3.635188)  0.00
C (-3.013280, 4.000278, -3.109951)  0.00
C (-3.601426, 4.975331, -2.343272)  0.00
H (-3.531433, 6.911935, -1.438605)  0.00
H (-1.240413, 7.399671, -2.642593)  0.00
H (-0.120867, 5.585386, -3.785324)  0.00
H (-3.573369, 3.083655, -3.318476)  0.00
H (-4.588528, 4.726278, -1.755680)  0.00
O (-2.590711, -2.856141, 0.461539)  0.00
S (-2.481206, -1.443651, 0.125271)  0.00
O (-1.744288, -1.507885, -1.321906)  0.00
O (-1.548625, -0.649346, 0.909791)  0.00
O (-3.708449, -0.777352, -0.074530)  0.02
N (6.809043, 6.505634, 0.994581)  0.00
C (5.905093, 5.743380, 1.282883)  0.00
C (4.977912, 4.807706, 1.918932)  0.00
C (4.399396, 4.905918, 3.604264)  0.00
C (3.259684, 4.101430, 3.680266)  0.00
C (2.641531, 3.566230, 2.611649)  0.00
N (3.024658, 3.561336, 1.376427)  0.00
C (4.215558, 4.200268, 0.957461)  0.00
H (4.880880, 5.477967, 4.403962)  0.00
H (2.772721, 3.908819, 4.652229)  0.00
H (1.702628, 3.071941, 2.950447)  0.00
H (-0.503819, 3.968764, -3.992963)  0.00
C (-4.398652, -4.789648, -1.441185)  0.00
Si (-3.993335, -3.785738, -2.926596)  0.00
C (-4.104604, -4.818858, -4.675214)  0.00
C (-4.858166, -2.154050, -3.233153)  0.00
Ge (-1.710683, -2.942772, -2.476532)  0.00
Si (0.063656, -4.574413, -1.641486)  0.00
C (1.664450, -4.413542, -2.270120)  0.00
C (0.313507, -4.517383, 0.340312)  0.00
C (-0.815422, -6.131499, -2.155525)  0.00
Si (-0.674040, -1.577405, -4.208900)  0.00
C (-1.682830, 0.004516, -4.192115)  0.00
C (1.092684, -1.193141, -3.854537)  0.00
C (-0.810116, -2.545097, -5.990415)  0.00
H (-5.572552, -4.912620, -1.463116)  0.00
H (-4.353819, -4.298990, -0.047724)  0.00
H (-4.138650, -5.825260, -1.257987)  0.00
H (-5.011166, -5.344714, -4.680536)  0.00
H (-3.398032, -5.588299, -5.021787)  0.00
H (-3.802976, -3.805510, -5.061725)  0.00
H (-4.079977, -1.435310, -3.605389)  0.00
H (-5.188464, -1.628026, -2.419136)  0.00
H (-5.665215, -2.717505, -3.929084)  0.00
H (1.911139, -3.893185, -1.407894)  0.00
H (2.069413, -4.464447, -3.197327)  0.00
H (2.034052, -5.279657, -1.838573)  0.00
H (-0.188883, -4.814416, 1.193942)  0.00
H (1.017457, -3.323216, 0.763090)  0.00
H (1.259824, -5.457457, 0.216506)  0.00
H (-1.609725, -6.661082, -1.486863)  0.00
H (-0.081933, -6.907495, -1.916730)  0.00
H (-1.117263, -6.412672, -3.201166)  0.00
H (-2.225651, 0.259542, -3.212464)  0.00
H (-2.620042, -0.466006, -4.660725)  0.00
H (-1.369052, 0.976956, -4.572679)  0.00
H (1.162719, -0.322221, -3.477360)  0.00
H (1.173084, -0.743033, -4.925358)  0.00
H (1.778174, -1.977948, -3.834771)  0.00
H (-0.059396, -2.101815, -6.627334)  0.00
H (-1.738142, -2.211196, -6.204402)  0.00
H (-1.133376, -4.148141, -6.092543)  0.00

Forces on the atoms, in the same order (eV/Å):
Rb -0.35 -0.13 -0.01
C -3.10 -0.76 1.52
C 2.50 0.05 0.92
C 1.64 -0.37 -5.49
C -5.64 0.66 5.80
C -3.06 -0.05 3.08
C 3.14 3.81 -5.08
C 0.51 0.35 2.13
C 0.62 2.52 -0.76
C 3.26 -2.45 -5.43
C -3.94 -1.25 2.43
C -4.01 1.77 3.47
C 4.98 -3.80 1.95
H 0.17 0.34 0.68
H -0.54 0.14 0.21
H 2.05 0.25 -3.63
H 0.16 -0.90 -1.18
H -0.05 -0.03 0.17
H 2.57 0.37 -1.78
H -2.79 -0.57 0.46
H -1.18 -0.47 0.04
H 4.15 -2.66 4.17
H -0.97 -0.85 -0.62
H -0.73 -0.15 0.76
H -0.12 -1.23 -0.59
H 1.01 1.65 -1.06
H 0.27 -0.28 0.54
H 1.44 0.44 0.17
H 1.34 3.58 0.79
H -2.68 2.07 -1.10
H -0.84 -1.12 -2.84
C 3.02 -2.34 -2.77
N 0.35 1.84 -0.98
C 8.65 -1.82 -2.00
C -3.87 -0.13 0.25
N 0.18 1.12 -1.47
N 1.97 -0.61 1.29
C -0.39 0.30 0.31
N -0.51 0.04 -0.42
N 0.30 0.14 0.45
H -1.83 2.84 2.88
H -2.36 -0.59 -0.48
H 1.04 -1.03 -0.17
H -7.40 2.86 1.75
H -0.10 -0.76 1.91
H 0.01 0.01 0.03
H 0.71 -0.70 -0.10
H 0.25 -0.21 0.33
H 0.74 -0.20 -0.47
H -0.01 -0.01 -0.01
H -0.70 -0.31 -0.34
C -1.23 1.47 1.43
C -0.99 2.34 1.81
C -0.69 0.06 -0.78
C 1.96 1.68 0.83
C 2.13 -1.94 -1.62
C -1.55 -0.56 1.23
H 1.45 -0.95 -1.53
H -0.25 -0.34 0.08
H 0.71 0.57 0.05
H 0.38 0.17 0.21
H 1.96 0.59 -1.54
O -0.08 -0.09 0.75
S 2.88 -1.22 -1.01
O -0.38 0.43 0.13
O 0.39 -0.29 0.49
O -2.47 0.75 -0.66
N -4.73 -3.71 1.05
C 4.88 3.14 0.77
C -1.50 1.79 2.96
C 0.19 -1.45 -5.09
C 3.20 2.89 3.84
C -1.70 -1.62 -1.32
N 0.26 -0.27 -0.99
C -1.08 -1.09 0.56
H -0.09 -0.44 -0.37
H 0.30 0.37 -0.35
H 0.35 0.23 -0.80
H -3.85 -3.14 -0.16
C -3.95 0.57 5.05
Si 3.01 -0.77 0.55
C 2.59 1.83 2.17
C 0.12 -2.78 -2.94
Ge 1.10 -0.42 0.02
Si -6.24 1.30 1.73
C -0.11 -1.03 1.08
C 6.48 1.15 -2.53
C -1.02 -3.38 0.80
Si -0.54 -1.99 0.64
C -2.71 -0.55 0.82
C -2.18 -3.40 -6.23
C 1.31 -3.14 2.73
H 1.64 0.26 -0.10
H 0.35 -0.92 -4.71
H 0.76 -0.08 -0.57
H -2.03 0.45 -0.73
H 0.43 0.63 0.71
H -1.29 -1.22 -1.33
H -1.03 -0.97 -0.82
H -1.55 0.69 2.29
H 1.23 2.65 0.95
H 2.02 2.86 0.63
H 1.06 1.26 -2.69
H 0.96 -2.79 0.67
H -1.80 -0.56 1.07
H -2.52 -4.47 -1.55
H -2.15 2.57 0.86
H 0.67 1.84 -0.90
H 0.77 -0.28 -0.33
H 0.31 0.95 0.74
H 1.53 -0.66 -0.68
H 1.01 1.28 -0.46
H -0.04 -0.32 -0.64
H 1.20 5.66 4.33
H 0.49 -0.92 0.73
H 1.33 -0.80 0.69
H 0.23 -0.74 -0.69
H -3.17 0.94 -1.49
H 1.43 4.53 0.40


(2)
C38H36N14O4SSn | wB97M-V/def2-TZVPD

Results
charge	+2
relative energy (zero: lowest compared OMol25 entry of this formula, charge and spin)	2.347	eV
orbital gap	5.1431	eV
largest force on an atom	2.072	eV/A
total energy	-3149.2439	Eh
E_LUMO	-7.2	eV

Last column: Löwdin charge in e.
Geometry (Å):
Sn (-1.204279, 0.514094, 1.073963)  1.48
N (-3.178421, -2.748535, 3.827959)  0.22
C (-2.706995, -1.691901, 3.172231)  -0.52
O (-2.019195, -1.797258, 2.162855)  -0.06
C (-3.068038, -0.319842, 3.727966)  -0.16
C (-1.927087, 0.607943, 3.738887)  0.04
H (-3.005017, -3.678377, 3.478100)  0.14
H (-3.758407, -2.662521, 4.645884)  0.13
H (-3.460136, -0.432781, 4.747261)  0.15
H (-3.871910, 0.093660, 3.107151)  0.12
H (-0.992181, 0.290529, 4.186645)  0.07
H (-2.127865, 1.669958, 3.684925)  0.07
N (-5.754620, 6.401457, -2.658774)  0.14
C (-5.333486, 5.355857, -1.910292)  -0.30
C (-4.035712, 5.333984, -1.364850)  -0.01
C (-3.613347, 4.248616, -0.630827)  -0.07
C (-4.471684, 3.177273, -0.417252)  -0.31
C (-5.765537, 3.187086, -0.929301)  -0.06
C (-6.190473, 4.263701, -1.668135)  0.00
S (-3.889464, 1.821666, 0.524659)  0.62
O (-2.876735, 2.347220, 1.447201)  -0.43
O (-4.932783, 1.064959, 1.149122)  -0.27
N (-2.953314, 0.835815, -0.407736)  -0.19
C (-3.520751, 0.167821, -1.453474)  -0.47
N (-4.714119, 0.554190, -1.908734)  0.14
C (-5.250156, -0.116063, -2.913601)  -0.09
C (-4.612154, -1.180082, -3.529891)  -0.03
C (-3.366435, -1.492025, -3.011569)  -0.12
N (-2.822901, -0.840812, -1.994888)  0.12
H (-5.154178, 7.182497, -2.845937)  0.11
H (-6.702162, 6.445255, -2.985938)  0.11
H (-3.386779, 6.189849, -1.499526)  0.11
H (-2.635289, 4.236831, -0.170344)  0.09
H (-6.418087, 2.353517, -0.719310)  0.12
H (-7.196884, 4.288980, -2.064984)  0.12
H (-6.229560, 0.224545, -3.232295)  0.12
H (-5.049324, -1.717244, -4.355684)  0.11
H (-2.782076, -2.309746, -3.419687)  0.11
C (0.299220, -4.057880, -2.188236)  -0.06
N (0.215960, -2.711526, -1.655221)  -0.09
C (-0.444092, -2.264131, -0.593519)  -0.11
N (-0.196932, -0.969487, -0.450161)  -0.02
C (0.643443, -0.668289, -1.477158)  -0.19
N (0.907836, -1.705013, -2.220214)  0.16
C (1.483116, -4.843205, -1.657449)  -0.19
C (1.436149, -6.232904, -1.692823)  -0.03
C (2.532690, -6.983978, -1.298417)  -0.04
C (3.683639, -6.358603, -0.849608)  0.00
C (3.725388, -4.968874, -0.786898)  -0.13
C (2.627348, -4.214027, -1.196282)  0.03
C (4.910865, -4.287880, -0.295481)  -0.28
N (6.130194, -4.722208, -0.236649)  0.13
N (6.893223, -3.720107, 0.261766)  0.13
C (6.107859, -2.717831, 0.498666)  -0.28
O (4.826681, -3.013962, 0.162995)  0.13
C (6.427040, -1.418468, 1.063676)  -0.13
C (7.714695, -0.898965, 0.990369)  0.00
C (7.973115, 0.352544, 1.525693)  -0.04
C (6.958767, 1.084513, 2.123428)  -0.03
C (5.672411, 0.561606, 2.207658)  -0.19
C (4.596316, 1.356923, 2.923204)  -0.06
N (3.253472, 0.891192, 2.635681)  -0.11
C (2.364955, 1.407163, 1.786516)  -0.10
N (1.257095, 0.679030, 1.806756)  -0.01
C (1.541232, -0.299226, 2.710197)  -0.21
N (2.735466, -0.196722, 3.226471)  0.15
C (5.410637, -0.689966, 1.678207)  0.03
H (0.400782, -3.967298, -3.270555)  0.15
H (-0.630307, -4.579940, -1.963936)  0.14
H (-1.080668, -2.848631, 0.047587)  0.14
H (1.048824, 0.312842, -1.649221)  0.12
H (0.538533, -6.726318, -2.044780)  0.12
H (2.485074, -8.063203, -1.335689)  0.12
H (4.550746, -6.924310, -0.539288)  0.13
H (2.699757, -3.134999, -1.178891)  0.11
H (8.489675, -1.480574, 0.511835)  0.13
H (8.972914, 0.760003, 1.477757)  0.12
H (7.168455, 2.063793, 2.535445)  0.12
H (4.653799, 2.408529, 2.641608)  0.14
H (4.751756, 1.275909, 4.000646)  0.15
H (2.538367, 2.270930, 1.168092)  0.14
H (0.844080, -1.082688, 2.957084)  0.11
H (4.428817, -1.131914, 1.766736)  0.11
C (-0.086312, 4.695887, -1.760449)  -0.02
C (-0.536274, 3.549754, -2.399998)  -0.01
C (-0.692013, 2.393888, -1.657098)  -0.13
N (-0.417555, 2.344676, -0.352554)  -0.03
C (0.002732, 3.449376, 0.267156)  -0.15
C (0.187225, 4.645756, -0.400028)  -0.03
H (0.054136, 5.614930, -2.312101)  0.13
H (-0.759257, 3.549153, -3.456680)  0.13
H (-1.048720, 1.473779, -2.103317)  0.10
H (0.187523, 3.354561, 1.330907)  0.11
H (0.537657, 5.516279, 0.134789)  0.12

Forces on the atoms, in the same order (eV/Å):
Sn -0.52 0.35 -0.43
N -0.05 -0.10 0.01
C -0.26 0.06 0.43
O 0.49 -0.05 -0.88
C -0.29 -0.07 -0.22
C 0.83 0.05 -1.78
H 0.02 0.04 -0.07
H 0.01 0.09 -0.01
H 0.09 0.11 0.01
H -0.08 -0.06 0.10
H -0.03 0.08 0.11
H 0.01 -0.01 0.07
N -0.02 0.00 -0.01
C 0.08 -0.14 0.01
C -0.05 -0.05 -0.02
C 0.00 0.06 0.09
C 0.08 -0.38 0.28
C -0.03 0.03 0.11
C 0.00 0.05 0.03
S -0.44 0.13 -0.49
O 0.75 0.00 0.09
O -0.35 0.13 -0.12
N 0.98 0.40 1.64
C -0.59 -1.26 -1.53
N 0.14 0.34 0.80
C -0.04 -0.09 -0.24
C 0.13 0.12 0.16
C -0.29 -0.07 -0.21
N 0.58 0.25 0.59
H -0.04 0.04 0.03
H 0.01 0.04 -0.03
H 0.03 0.00 -0.02
H 0.06 0.08 -0.05
H -0.07 -0.02 -0.08
H -0.02 -0.03 0.01
H 0.01 -0.04 -0.06
H -0.02 -0.04 -0.01
H 0.02 0.01 -0.05
C 0.34 -0.50 -0.12
N -0.32 0.42 0.40
C -0.10 -0.20 0.00
N -0.39 0.75 1.07
C 0.00 -0.06 0.05
N 0.23 0.18 -0.32
C 0.00 -0.01 0.13
C -0.07 0.08 -0.05
C 0.00 -0.01 -0.01
C 0.08 0.12 0.04
C -0.37 0.03 -0.02
C 0.05 -0.01 0.01
C 0.90 0.03 0.18
N -0.78 -0.64 -0.44
N 0.41 0.89 0.46
C 0.25 -0.82 -0.28
O -0.37 0.24 0.02
C -0.18 0.33 0.05
C -0.09 -0.14 -0.02
C 0.02 -0.01 0.04
C -0.08 0.01 0.04
C -0.09 -0.03 -0.09
C 0.62 -0.14 0.09
N -0.51 0.26 -0.27
C 0.02 -0.04 -0.10
N -0.46 -0.07 -0.12
C 0.02 0.13 -0.12
N 0.12 -0.26 0.36
C 0.06 0.02 0.00
H -0.17 0.14 0.03
H -0.03 0.10 -0.01
H -0.04 -0.08 -0.02
H 0.07 -0.03 -0.05
H 0.00 -0.07 0.00
H 0.01 -0.01 -0.01
H -0.01 -0.05 0.01
H 0.00 0.02 0.02
H 0.05 0.01 0.00
H 0.01 0.02 -0.02
H 0.05 0.03 0.00
H -0.07 -0.02 0.05
H -0.17 0.08 -0.03
H 0.10 0.07 0.04
H 0.06 -0.11 0.11
H -0.01 -0.02 -0.06
C 0.03 -0.09 0.04
C 0.10 0.03 0.08
C -0.10 -0.14 -0.20
N -0.28 -0.69 0.76
C 0.11 0.09 0.13
C 0.02 -0.05 -0.02
H -0.02 0.02 -0.02
H -0.03 -0.04 -0.01
H -0.06 0.06 -0.05
H -0.01 0.10 0.01
H -0.02 0.01 0.03